Formula: C14H29N4O4
Source: the Open Molecules 2025 dataset
Level of theory: ωB97M-V with the def2-TZVPD basis set

Geometry as XYZ:
```
51
Properties=species:S:1:pos:R:3:forces:R:3
O 8.80552 -0.22632 2.24982 -0.14 -0.05 -0.05
O 3.90773 0.92860 1.69776 -0.05 -0.02 0.28
O 7.20847 -1.61910 2.94750 -0.13 0.00 0.09
O 7.29608 -1.03320 0.81385 0.06 0.11 -0.03
N 2.76858 0.65531 -0.23592 0.08 -0.44 0.12
N -1.98089 0.84079 -0.13896 -0.07 0.00 -0.08
N -2.27568 -3.39256 -0.13324 0.01 -0.05 -0.02
N -4.51948 0.52414 1.13309 0.03 0.06 0.03
C -3.08324 1.82641 -0.37148 -0.04 0.18 0.03
C 7.78037 -0.94991 2.01549 0.15 -0.07 -0.10
C -0.09843 1.94152 -1.37578 -0.04 0.03 0.01
C -2.49899 -0.51167 0.29844 0.06 -0.04 -0.02
C 2.66229 -0.06198 -1.49022 -0.07 0.04 0.03
C -1.04487 0.75512 -1.31134 0.08 0.04 0.00
C 0.73930 2.13886 -0.10821 0.04 -0.03 -0.07
C -4.08474 1.86447 0.77212 0.06 -0.04 -0.05
C -3.36725 -0.27566 1.51738 -0.01 0.02 0.02
C 4.46064 -1.07256 0.48958 0.21 0.02 0.12
C -2.43377 -2.49604 -1.27604 -0.02 -0.09 0.08
C -3.20636 -1.25775 -0.83611 -0.09 -0.01 0.02
C 1.50312 0.91820 0.41467 -0.06 0.25 -0.07
C 3.77601 0.23417 0.72747 -0.19 0.03 -0.33
H 3.64543 -0.36705 -1.82904 0.00 -0.01 -0.02
H -1.52656 -4.05708 -0.28151 0.00 0.02 0.01
H 3.71526 -1.86700 0.63710 0.00 0.05 -0.01
H 0.54019 1.76594 -2.24155 0.03 0.04 0.03
H 1.46640 2.92924 -0.29758 -0.01 0.02 0.08
H 2.25401 0.59083 -2.26602 -0.04 -0.04 0.03
H -3.40074 -0.61455 -1.69666 -0.01 0.01 0.03
H -2.76775 0.22065 2.29905 0.02 -0.10 0.02
H -3.63556 2.40277 1.62032 0.02 -0.04 -0.01
H -4.18990 -1.56192 -0.47165 0.00 0.03 -0.05
H -4.93688 2.45010 0.42101 0.00 0.02 0.06
H -2.95808 -2.95493 -2.12161 0.07 0.02 -0.04
H -1.62220 -1.09031 0.59990 0.05 0.11 0.01
H -1.43411 -2.22015 -1.62051 -0.04 0.01 -0.04
H 0.87242 0.00821 0.36003 -0.02 0.03 0.07
H -1.42804 1.20567 0.64614 0.03 -0.08 0.02
H -2.62231 2.81121 -0.46422 0.04 -0.03 -0.09
H -0.65481 2.85721 -1.59550 0.00 -0.01 -0.02
H -5.17514 0.58013 1.90450 -0.04 -0.04 -0.06
H 4.86235 -1.17232 -0.51576 0.05 0.02 0.01
H -0.49300 -0.17316 -1.18242 0.04 0.02 -0.05
H 1.71390 1.09401 1.46705 0.07 0.03 0.00
H 2.02677 -0.96157 -1.41580 0.04 -0.01 -0.01
H -3.67589 -1.24963 1.89805 -0.05 0.03 0.01
H 5.32982 -1.20092 1.15224 -0.01 0.04 -0.04
H -3.54906 1.57587 -1.32226 -0.05 -0.11 0.07
H -3.12131 -3.92746 0.02749 0.01 0.03 0.02
H -1.64869 0.67595 -2.21334 -0.06 -0.01 0.03
H 0.09905 2.51942 0.70266 -0.01 0.01 -0.05
```
Forces are in eV/Å.

- net charge = -1
- maximum force (hartree/bohr) = 0.0091
- energy relative to the best compared isomer or geometry (same formula, charge and spin) (kJ/mol) = 0.0
- highest occupied orbital energy (eV) = -0.3
- spin multiplicity = 1
- orbital gap (eV) = 1.26


Formula: C14H29O3S
Source: the Open Molecules 2025 dataset
Level of theory: ωB97M-V with the def2-TZVPD basis set

Geometry as XYZ:
```
47
Properties=species:S:1:pos:R:3:forces:R:3
S -0.24276 -1.81180 -0.89102 0.79 -1.07 0.81
O 5.54922 -1.84954 -1.48172 -0.20 -0.02 -0.09
O 0.46853 3.76213 -1.34780 -0.01 -0.09 0.05
O -4.10664 -0.93831 4.26580 0.03 0.02 -0.08
C -5.16030 0.72852 -0.58674 1.92 -1.38 0.30
C -2.79848 -0.89528 4.81919 -0.14 -0.03 -0.36
C 6.86012 -1.80674 -0.92373 0.03 -0.01 -0.26
C -1.56068 -1.78520 0.39593 -1.82 0.76 0.85
C 3.38255 0.27064 -0.57004 -0.10 0.44 -0.48
C -4.72687 -0.33623 -1.50723 1.11 0.32 1.88
C -0.79516 3.53142 -1.95982 0.07 0.30 0.23
C 2.85101 1.71774 -0.17400 0.55 -0.23 -0.22
C -3.53955 -1.14879 -1.19813 -0.79 1.50 1.29
C 2.25072 -0.65582 -1.13836 -0.26 -0.22 0.27
C 1.29985 -1.24916 -0.01459 0.95 1.30 0.01
C -3.23889 0.15908 0.94956 -0.96 0.17 -1.23
C -2.79342 -0.90298 0.03541 -1.51 1.26 -0.44
C -4.40470 0.99559 0.64886 0.28 -1.86 -1.96
H 5.64882 -1.87296 -2.44021 -0.03 -0.04 0.14
H -1.05697 4.37439 -2.60290 -0.17 -0.13 -0.08
H 1.05970 -0.48452 0.78054 -0.14 -0.63 -1.07
H -2.71325 0.38194 1.91563 -0.30 -0.41 -1.13
H 3.27383 2.45098 -0.91877 -0.51 -0.64 0.90
H -2.87988 -0.84913 5.90324 -0.06 0.00 -0.08
H 7.41919 -2.69685 -1.21975 0.13 0.06 0.13
H -0.73017 2.62655 -2.56342 0.09 0.05 0.02
H 0.38748 4.56534 -0.82082 0.12 -0.10 -0.08
H -2.26981 -0.00669 4.45972 0.18 0.00 0.16
H -2.24468 -1.79595 4.53772 0.17 0.03 0.15
H -1.56244 3.39846 -1.19226 -0.16 -0.05 -0.15
H -4.74038 1.82172 1.32232 0.49 -1.00 -0.58
H -5.32362 -0.53696 -2.43036 0.70 0.19 0.97
H 1.59835 -0.04776 -1.83167 0.82 -0.52 0.51
H 7.38125 -0.91024 -1.26715 0.14 -0.05 0.12
H 3.22057 2.00542 0.84907 -0.58 -0.19 -1.02
H 6.77620 -1.77993 0.16140 -0.09 -0.01 -0.07
H -6.06866 1.31252 -0.85372 0.89 -0.47 0.36
H 2.68216 -1.53196 -1.69067 -0.31 0.88 0.36
H -4.00993 -0.97917 3.30686 -0.21 -0.02 0.16
H -1.13524 -1.41088 1.37017 -0.06 -0.37 -1.19
H 3.95201 -0.23795 0.25336 -0.65 0.43 -0.74
H -1.92134 -2.83827 0.56157 0.74 0.87 -0.48
H -0.48064 -0.90448 -1.89461 -0.10 0.23 1.14
H 4.11412 0.42428 -1.40977 -0.63 -0.44 0.90
H 1.80146 -2.09719 0.52326 -0.87 0.35 -0.82
H -3.21021 -1.98042 -1.87331 -0.49 0.90 0.60
H 1.73759 1.81441 -0.25704 0.94 -0.10 0.31
```
Forces are in eV/Å.

- net charge = +1
- maximum force (hartree/bohr) = 0.0529
- highest occupied orbital energy (eV) = -12.5
- spin multiplicity = 1
- orbital gap (eV) = 9.47


Q: Which value of maximum force does entry 1 give?
A: 0.0091 hartree/bohr


Q: What is the orbital gap in the first record?
A: 1.26 eV